No. 1
Entry from OMol25: a 2-piece molecular cluster, C13H28N2O6S3 overall at a distorted geometry (ωB97M-V with the def2-TZVPD basis set).

XYZ file:
```
52
C13H28N2O6S3 (ωB97M-V with the def2-TZVPD basis set)
O 6.171 -2.732 -0.216
O 3.044 0.997 0.863
O -6.735 6.335 -0.093
O -7.956 4.791 1.342
O -3.957 -0.481 -2.360
O -5.541 5.234 1.803
S 0.871 -2.357 -2.119
S -4.297 2.563 -2.043
C 5.856 -2.693 0.964
C 3.153 -0.116 1.360
N 2.640 -0.311 2.583
N 4.780 -2.049 1.417
C 2.012 -3.246 -3.211
C 6.702 -3.397 1.999
C 2.523 -1.542 3.366
C -1.782 0.449 -1.956
C -3.820 1.337 -0.752
C 2.030 -1.335 -1.170
C -4.813 4.012 -1.047
C -3.137 0.100 -1.345
C 2.920 -2.121 -0.198
C -6.140 3.698 -0.352
C 3.898 -1.220 0.579
S -6.694 5.077 0.657
H -4.880 -0.551 -2.069
H -5.876 6.000 2.286
H 2.221 0.520 2.974
H 4.605 -2.065 2.407
H 1.439 -3.849 -3.915
H 2.657 -3.900 -2.624
H 2.623 -2.532 -3.764
H 7.470 -3.976 1.488
H 6.080 -4.065 2.591
H 7.173 -2.654 2.640
H 3.411 -1.683 3.984
H 2.381 -2.408 2.719
H 1.655 -1.469 4.024
H -1.116 0.870 -1.198
H -1.319 -0.452 -2.367
H -1.894 1.175 -2.767
H -4.712 1.020 -0.205
H -3.142 1.811 -0.036
H 1.440 -0.614 -0.604
H 2.661 -0.782 -1.867
H -4.929 4.882 -1.705
H -4.036 4.253 -0.312
H -2.979 -0.632 -0.544
H 3.494 -2.854 -0.765
H 2.281 -2.659 0.500
H -6.043 2.834 0.303
H -6.914 3.493 -1.093
H 4.522 -0.705 -0.154
```

Results
* HOMO level: -0.3169 Ha
* spin multiplicity: 1
* HOMO-LUMO gap: 8.863 eV

natural (NBO) analysis output, partial charges in e: -0.630 -0.617 -0.929 -0.923 -0.720 -0.870 0.186 0.200 0.675 0.666 -0.616 -0.618 -0.743 -0.706 -0.425 -0.636 -0.542 -0.533 -0.541 0.096 -0.409 -0.662 -0.137 2.286 0.469 0.506 0.411 0.395 0.236 0.213 0.217 0.247 0.218 0.227 0.184 0.213 0.223 0.209 0.237 0.224 0.199 0.220 0.230 0.218 0.257 0.229 0.167 0.232 0.196 0.249 0.273 0.251

No. 2
Entry from OMol25: C13H21F4N2O13PS as an isolated structure at a distorted geometry (ωB97M-V with the def2-TZVPD basis set).

XYZ file:
```
55
C13H21F4N2O13PS (ωB97M-V with the def2-TZVPD basis set)
C -4.994 -0.747 0.213
C -3.666 0.039 0.304
C -3.934 1.541 0.267
C -2.686 2.381 -0.119
N -1.425 1.737 0.264
N -0.572 2.594 1.091
P -1.240 3.021 2.743
O -2.265 1.785 3.027
O -2.307 4.172 2.380
S 0.841 1.724 1.359
O 1.436 2.081 2.597
O 1.663 1.835 0.202
F 0.364 0.238 1.435
H -5.587 -0.289 -0.578
H -5.552 -0.713 1.141
H -4.762 -1.772 -0.081
H -3.118 -0.234 1.203
H -3.074 -0.258 -0.567
H -4.710 1.745 -0.472
H -4.301 1.881 1.239
H -2.738 3.389 0.280
H -2.718 2.489 -1.207
H -0.909 1.448 -0.558
H -1.757 1.018 3.311
H -3.146 3.835 2.036
C -9.725 -2.928 -0.714
C -9.383 -2.012 -1.868
O -8.986 -0.827 -1.205
C -8.494 -1.184 0.017
O -7.850 -0.481 0.716
O -8.836 -2.464 0.305
F -10.456 -1.750 -2.651
H -10.757 -2.789 -0.391
H -9.550 -3.979 -0.929
H -8.563 -2.362 -2.498
C 4.595 0.661 0.701
C 5.441 0.648 -0.550
O 6.746 0.408 -0.035
C 6.590 -0.303 1.123
O 7.461 -0.894 1.670
O 5.311 -0.250 1.546
F 5.431 1.840 -1.187
H 4.572 1.648 1.165
H 3.579 0.326 0.529
H 5.188 -0.137 -1.264
C 9.332 -1.270 -0.979
C 10.410 -2.328 -0.991
O 10.372 -2.784 -2.332
C 9.927 -1.749 -3.104
O 10.011 -1.703 -4.283
O 9.383 -0.783 -2.326
F 10.128 -3.362 -0.163
H 8.349 -1.695 -0.782
H 9.521 -0.473 -0.267
H 11.412 -1.960 -0.765
```

Results
* HOMO level: -0.3490 Ha
* spin multiplicity: 1
* HOMO-LUMO gap: 9.787 eV

natural (NBO) analysis output, partial charges in e: -0.602 -0.388 -0.402 -0.240 -0.500 -0.794 1.508 -0.996 -0.981 2.497 -0.895 -0.925 -0.470 0.196 0.224 0.201 0.206 0.187 0.206 0.196 0.196 0.198 0.377 0.507 0.499 -0.130 0.446 -0.494 0.970 -0.554 -0.483 -0.323 0.205 0.210 0.154 -0.132 0.448 -0.504 0.969 -0.569 -0.479 -0.319 0.212 0.221 0.154 -0.126 0.446 -0.497 0.966 -0.556 -0.486 -0.324 0.204 0.220 0.151

No. 3
Entry from OMol25: one molecule with the formula C3H5O2P at a distorted geometry (ωB97M-V with the def2-TZVPD basis set).

XYZ file:
```
11
C3H5O2P (ωB97M-V with the def2-TZVPD basis set)
C -0.262 0.975 -0.078
C 2.032 -0.371 -0.087
C 0.658 0.062 0.088
O -1.593 0.866 -0.058
O -3.744 -0.397 0.317
P -2.460 -0.588 -0.351
H -0.226 2.131 -0.179
H 2.144 -1.065 0.681
H 2.810 0.371 0.215
H 2.117 -0.622 -1.078
H -1.476 -1.361 0.529
```

Results
* HOMO level (spin up / spin down): -0.3314 / -0.3159 Ha
* spin multiplicity: 1
* HOMO-LUMO gap (spin up / spin down): 8.450 / 6.294 eV

natural (NBO) analysis output, partial charges in e: 0.006 -0.711 0.049 -0.765 -0.938 1.496 0.201 0.241 0.234 0.234 -0.046

No. 4
Entry from OMol25: one molecule with the formula C5H8O4 at a distorted geometry (ωB97M-V with the def2-TZVPD basis set).

XYZ file:
```
17
C5H8O4 (ωB97M-V with the def2-TZVPD basis set)
C 0.678 -0.841 -1.457
C -0.565 0.023 -1.265
C -1.388 0.869 1.189
C 1.420 -0.198 -0.347
C -1.314 -0.300 0.250
O 1.022 -0.759 0.924
O 1.727 -0.062 1.990
O 2.223 0.724 -0.396
O -2.027 -1.278 0.315
H 2.536 0.216 1.506
H 1.189 -0.673 -2.408
H 0.495 -1.899 -1.260
H -1.364 -0.301 -1.934
H -0.413 1.092 -1.423
H -2.426 1.203 1.248
H -0.701 1.659 0.885
H -1.091 0.525 2.183
```

Results
* HOMO level: -0.3549 Ha
* spin multiplicity: 1
* HOMO-LUMO gap: 10.414 eV

natural (NBO) analysis output, partial charges in e: -0.517 -0.502 -0.741 0.785 0.643 -0.288 -0.409 -0.591 -0.546 0.475 0.249 0.255 0.237 0.223 0.248 0.224 0.256